Entry from OMol25: a 2-piece molecular cluster, C9H14O overall in a non-equilibrium geometry (wB97M-V/def2-TZVPD).

```
! RIJCOSX wB97M-V def2-TZVPD def2/J DEFGRID3
* xyz 0 1
C 3.628 -0.424 0.954
C 2.312 -0.548 0.284
C 1.188 -0.054 0.877
C -0.074 0.147 0.245
C -0.180 -0.182 -1.098
O -1.401 -0.241 -1.618
C 1.014 -0.755 -1.774
C 2.154 -0.919 -1.134
H 3.719 -1.262 1.572
H 3.627 0.417 1.516
H 4.439 -0.569 0.116
H 1.130 -0.153 1.993
H -0.895 0.573 0.730
H -1.650 -0.471 -2.516
H 0.605 -0.942 -2.848
H 2.890 -1.427 -1.692
C -3.361 1.010 2.024
C -3.598 1.452 0.585
H -4.255 0.709 2.527
H -2.616 0.229 2.198
H -3.003 1.882 2.628
H -2.753 1.786 0.207
H -4.505 2.167 0.688
H -4.022 0.626 0.056
*
```

Values from the calculation:
* energy above the lowest of the compared OMol25 structures with the same formula, charge and spin: 56.2 kcal/mol
* energy: -426.4833 a.u.
* LUMO energy: 0.028 Eh
* orbital gap: 8.75 eV
* SMILES string: Cc1ccc(O)cc1.CC